# 1
Formula: C6H5FN2
Source: the OMol25 dataset
Level of theory: ωB97M-V/def2-TZVPD

The geometry in XYZ format:
```
14
Properties=species:S:1:pos:R:3
F 2.562 1.378 0.609
N -1.691 -1.487 -0.444
N 2.582 -1.019 1.689
C 0.431 -0.531 0.327
C 1.606 -0.881 1.080
C 1.565 1.517 -0.199
C -0.829 1.492 -0.571
C 0.377 0.912 0.045
C -0.515 -1.566 -0.003
H -1.690 1.651 0.130
H -0.071 -2.466 0.418
H -2.265 -2.439 -0.609
H -0.771 2.476 -1.040
H -1.292 0.963 -1.433
```

Output
ΔE to the lowest compared entry with this formula, charge and spin   86.8 kJ/mol
Charge   0
2S+1   3
Total energy   -440.79098 hartree


# 2
Formula: C38H28N8O2RuS3
Source: the OMol25 dataset
Level of theory: ωB97M-V/def2-TZVPD

The geometry in XYZ format:
```
80
Properties=species:S:1:pos:R:3
Ru -0.628 0.292 0.559
S -1.981 2.181 0.394
S 0.762 -5.729 -0.750
S 2.657 7.020 0.452
O 2.991 0.623 -2.501
O 0.536 0.778 2.442
N 1.545 0.688 0.416
N -4.620 2.022 0.495
N -3.480 -0.013 0.388
N 4.362 0.838 -0.589
N -5.835 1.602 0.279
N 0.729 -1.406 -0.006
N -2.329 -0.525 0.588
N 0.983 2.360 -1.051
C 2.127 -4.820 -0.154
C 4.262 -0.298 0.402
C 1.568 -7.206 -0.461
C -2.241 -1.894 0.865
C 1.670 4.527 -0.203
C -1.437 -3.610 2.345
C -8.087 -0.658 -1.500
C -5.552 0.441 -1.827
C 1.676 0.805 1.896
C 2.800 -7.025 0.093
C -6.300 0.723 -0.677
C 0.311 7.956 -0.003
C 3.128 -5.672 0.262
C 3.118 -1.221 0.161
C 1.398 5.903 -0.068
C 3.232 -2.597 0.034
C 3.096 2.652 0.233
C 1.835 -0.670 0.133
C 0.837 -2.720 -0.130
C 0.205 6.595 -0.270
C 3.065 1.006 -1.388
C 4.315 1.856 0.519
C -2.665 -4.198 0.359
C -3.523 1.331 0.369
C -1.550 -2.269 2.027
C 2.879 3.979 0.313
C 0.793 3.625 -0.888
C -2.824 -2.861 0.045
C 2.921 0.776 2.420
C -1.976 -4.574 1.504
C 4.150 0.728 1.586
C -6.083 -0.367 -2.806
C -7.347 -0.925 -2.646
C 2.122 1.741 -0.454
C 1.580 8.329 0.380
C 5.523 0.821 -1.467
C -7.583 0.178 -0.526
C 2.074 -3.385 -0.101
H -3.076 -4.954 -0.290
H 5.202 -0.851 0.422
H 5.229 2.445 0.597
H -0.082 -3.279 -0.232
H -4.587 0.904 -1.966
H -1.167 -1.493 2.690
H -0.501 8.657 -0.085
H 3.601 4.632 0.780
H -8.158 0.395 0.362
H 5.399 0.056 -2.233
H 1.930 9.318 0.608
H -1.876 -5.620 1.750
H 5.627 1.788 -1.959
H -0.939 -3.905 3.257
H 3.447 -7.838 0.364
H -0.713 6.121 -0.565
H -0.117 4.009 -1.329
H 6.420 0.606 -0.891
H -9.063 -1.099 -1.374
H -3.370 -2.556 -0.834
H -7.760 -1.544 -3.427
H 5.017 0.654 2.239
H 4.202 -3.074 0.041
H -6.534 2.113 0.818
H 1.092 -8.131 -0.727
H 4.051 -5.350 0.706
H -5.519 -0.550 -3.707
H 3.036 0.811 3.490
```

Output
ΔE to the lowest compared entry with this formula, charge and spin   877.4 kJ/mol
Charge   +2
Total energy   -3342.10013 hartree